Here is 4 unconnected molecules or ions with the total composition C18H40N5O4S3 from the Open Molecules 2025 dataset. Energies are from wB97M-V/def2-TZVPD.

Values from the calculation:
LUMO	-4.86	eV
gap between HOMO and LUMO	6.1	eV
calculated total energy	-2478.4840	hartree
HOMO energy	-10.9938	eV
total charge	+1

The geometry in XYZ format:
```
70
Properties=species:S:1:pos:R:3:nbo_charge:R:1
C 2.856 -0.731 3.567 -0.629
C 1.562 -1.440 2.843 -0.459
C 1.142 -0.655 1.423 0.223
C 2.332 -0.455 0.383 -0.173
C 1.919 0.355 -0.966 0.042
C 3.030 0.640 -2.123 -0.479
C 4.309 1.590 -1.615 -0.520
C 3.988 2.443 -0.254 0.662
N 2.821 3.427 -0.307 -0.820
O 4.728 2.287 0.867 -0.557
C 0.364 0.758 -0.883 0.234
C -0.242 1.640 -2.142 -0.291
N -0.160 3.163 -1.900 -0.860
N -0.503 0.386 0.228 -0.124
C -1.986 0.815 0.125 -0.292
C -2.188 2.429 0.517 -0.231
N -3.146 3.146 -0.408 -0.859
N -0.263 -0.280 1.375 -0.151
H 3.121 -1.205 4.627 0.260
H 2.704 0.425 3.750 0.227
H 3.769 -0.853 2.843 0.205
H 0.647 -1.525 3.589 0.269
H 1.872 -2.548 2.523 0.237
H 3.402 -0.870 0.609 0.287
H 2.629 1.047 -3.141 0.252
H 3.536 -0.412 -2.372 0.266
H 5.269 0.923 -1.408 0.269
H 4.608 2.280 -2.539 0.264
H 2.125 3.159 0.447 0.403
H 2.397 3.293 -1.252 0.359
H -1.287 1.292 -2.530 0.261
H 0.499 1.462 -3.062 0.221
H -1.114 3.497 -2.227 0.392
H 0.605 3.577 -2.479 0.375
H -2.477 0.524 -0.896 0.257
H -2.654 0.257 0.945 0.278
H -1.109 2.915 0.553 0.206
H -2.602 2.496 1.634 0.202
H -3.440 2.563 -1.223 0.379
H -2.767 4.081 -0.708 0.380
C -2.468 2.305 5.491 -0.826
S -1.264 1.159 4.779 1.228
O -0.548 0.492 5.917 -0.968
C -0.162 2.429 4.113 -0.831
H -3.242 1.724 6.000 0.250
H -1.978 2.963 6.212 0.239
H -2.927 2.896 4.695 0.227
H 0.188 3.080 4.917 0.245
H -0.693 3.016 3.360 0.222
H 0.695 1.936 3.646 0.226
C -5.113 -3.118 -2.426 -0.821
S -4.358 -1.633 -1.722 1.216
O -4.257 -0.615 -2.820 -1.001
C -2.712 -2.347 -1.490 -0.823
H -6.150 -2.890 -2.685 0.247
H -4.574 -3.423 -3.326 0.239
H -5.095 -3.923 -1.687 0.235
H -2.318 -2.698 -2.447 0.275
H -2.770 -3.177 -0.781 0.242
H -2.051 -1.575 -1.088 0.194
C 1.332 -5.470 -2.130 -0.822
S 0.516 -3.864 -1.964 1.231
O -0.913 -4.038 -2.388 -0.988
C 1.394 -3.062 -3.327 -0.829
H 0.907 -6.153 -1.390 0.251
H 1.165 -5.873 -3.132 0.242
H 2.402 -5.358 -1.944 0.232
H 1.223 -3.611 -4.257 0.247
H 2.462 -3.026 -3.104 0.226
H 1.013 -2.043 -3.434 0.229
```